(1)
# C29H36N8Sc

A structure of composition C29H36N8Sc at a distorted geometry (wB97M-V/def2-TZVPD, OMol25).

Geometry as XYZ:
```
74
Properties=species:S:1:pos:R:3:lowdin_charge:R:1
Sc 0.857 -0.269 0.952 0.92
N -0.844 2.331 1.319 -0.08
N -2.425 2.244 -1.323 -0.04
C 1.198 -2.475 0.057 -0.28
C -0.214 -2.247 0.189 -0.28
C -0.508 -2.113 1.586 -0.29
C -1.846 -1.847 2.167 -0.06
H -2.633 -2.297 1.549 0.07
H -2.047 -0.762 2.231 0.06
H -1.911 -2.256 3.183 0.07
C 0.726 -2.228 2.313 -0.28
C 0.869 -2.081 3.783 -0.05
H 0.112 -2.690 4.298 0.08
H 0.722 -1.039 4.116 0.05
H 1.866 -2.402 4.106 0.07
C 1.783 -2.426 1.363 -0.30
C 3.232 -2.532 1.676 -0.04
H 3.731 -1.548 1.673 0.09
H 3.742 -3.156 0.933 0.07
H 3.373 -2.970 2.671 0.07
C -1.225 -2.198 -0.896 -0.03
H -2.161 -2.677 -0.574 0.08
H -0.867 -2.710 -1.798 0.08
H -1.472 -1.160 -1.181 0.07
C 1.927 -2.770 -1.198 -0.03
H 2.396 -1.863 -1.600 0.06
H 1.244 -3.146 -1.969 0.08
H 2.729 -3.505 -1.038 0.08
C -0.286 3.235 2.329 -0.29
H 0.030 4.164 1.830 0.13
C -1.116 3.516 3.510 -0.11
H -0.618 3.860 4.415 0.07
C -2.471 3.289 3.450 -0.16
H -3.095 3.429 4.334 0.09
C -3.053 2.971 2.219 -0.13
H -4.140 3.012 2.095 0.08
C -2.286 2.639 1.073 -0.19
C -2.887 2.854 -0.174 -0.10
H -3.800 3.444 -0.285 0.10
C -1.414 1.355 -1.340 -0.06
C -2.847 2.428 -2.663 -0.02
H -3.703 3.032 -2.897 0.11
C -2.002 1.751 -3.444 -0.04
H -1.956 1.663 -4.515 0.11
N -1.064 1.100 -2.613 0.02
C 0.060 0.335 -3.027 -0.14
C -0.096 -0.590 -4.066 -0.23
C 1.046 -1.193 -4.614 -0.04
H 0.930 -1.931 -5.410 0.10
C 2.328 -0.875 -4.151 -0.31
C 3.557 -1.488 -4.766 -0.06
H 4.129 -2.049 -4.015 0.08
H 4.233 -0.730 -5.182 0.08
H 3.281 -2.182 -5.565 0.07
C 2.454 -0.003 -3.067 -0.05
H 3.455 0.268 -2.709 0.12
C 1.315 0.490 -2.365 -0.24
C 1.433 1.076 -1.038 -0.14
H -0.951 0.955 -0.450 0.09
H 0.859 2.005 -0.924 0.05
H 2.479 1.246 -0.738 0.04
C -1.450 -1.011 -4.548 -0.06
H -1.845 -0.340 -5.321 0.07
H -2.188 -1.085 -3.738 0.08
H -1.363 -2.009 -4.996 0.08
N 1.514 2.652 3.900 0.02
N 0.843 2.445 2.721 -0.27
N -0.540 0.987 4.952 0.10
C -1.506 0.360 5.097 -0.04
N -0.443 1.103 1.629 -0.21
N 0.662 1.187 2.401 -0.19
H 1.161 2.015 4.628 0.02
H 1.418 3.624 4.169 0.06
H -2.424 -0.210 5.281 0.07
```

Properties
* ΔE to the lowest compared entry with this formula, charge and spin: 555.1 kJ/mol
* highest occupied orbital energy (spin up / spin down): -0.64 / -0.64 eV
* frontier orbital gap (spin up / spin down): 0.122 / 0.122 hartree
* M: 541.62 Da
* total charge: -1


(2)
# C4H10NO

The ion C4H10NO with charge +1 at a distorted geometry (wB97M-V/def2-TZVPD, OMol25).

Geometry as XYZ:
```
16
Properties=species:S:1:pos:R:3:lowdin_charge:R:1
C -1.606 -1.060 -0.028 0.03
N -0.959 0.281 -0.222 0.04
C 0.412 0.522 0.399 -0.26
C 1.321 -0.664 0.431 -0.04
C 1.041 1.608 -0.433 -0.16
O 0.453 1.969 -1.419 0.09
H -1.959 -1.159 0.990 0.11
H -2.388 -1.132 -0.783 0.11
H -0.905 -1.830 -0.319 0.09
H -0.791 0.526 -1.213 0.16
H -1.681 0.947 0.048 0.18
H 0.220 0.873 1.417 0.17
H 1.650 -1.067 -0.526 0.11
H 2.271 -0.409 0.908 0.11
H 0.923 -1.506 0.989 0.09
H 1.999 2.099 -0.240 0.16
```

Properties
* ΔE to the lowest compared entry with this formula, charge and spin: 81.5 kJ/mol
* highest occupied orbital energy: -15.14 eV
* frontier orbital gap: 0.427 hartree
* M: 88.13 Da
* total charge: +1


(3)
# C29H62NOS

A cluster of 2 separate species, C29H62NOS in total at a distorted geometry (wB97M-V/def2-TZVPD, OMol25).

Geometry as XYZ:
```
94
Properties=species:S:1:pos:R:3:lowdin_charge:R:1
C 2.352 -5.594 1.403 -0.11
C 3.605 -5.576 2.343 -0.24
C 4.281 -4.169 2.528 -0.21
C 3.289 -2.993 2.813 -0.20
C 2.656 -2.320 1.544 -0.22
C 3.683 -1.866 0.442 -0.17
C 3.157 -2.363 -0.964 -0.18
C 1.806 -1.659 -1.357 -0.19
C 2.009 -0.368 -2.255 -0.18
C 1.046 0.808 -1.858 -0.20
C 1.670 1.778 -0.763 -0.15
C 1.389 1.143 0.665 -0.21
C 1.124 2.199 1.788 -0.19
C -0.355 2.702 1.874 -0.17
C -1.425 1.586 1.578 -0.17
C -1.236 0.309 2.452 -0.11
N -2.005 -0.919 1.956 -0.26
C -3.433 -0.477 1.784 -0.39
S -4.693 -1.806 1.868 0.92
C -5.385 -2.116 0.184 -0.48
C -5.209 -3.636 -0.231 -0.15
C -1.346 -1.403 0.712 -0.10
C -1.863 -2.795 0.205 -0.14
O -2.184 -3.734 1.229 -0.14
C -1.483 -3.405 2.422 -0.15
C -1.796 -1.980 3.002 -0.09
H 2.604 -5.267 0.367 0.07
H 1.525 -4.972 1.826 0.05
H 1.969 -6.638 1.338 0.08
H 4.370 -6.230 1.852 0.11
H 3.365 -6.078 3.312 0.11
H 4.933 -4.259 3.433 0.11
H 4.968 -4.000 1.673 0.10
H 3.730 -2.206 3.470 0.11
H 2.441 -3.425 3.405 0.10
H 1.869 -2.965 1.081 0.07
H 2.102 -1.406 1.896 0.09
H 3.726 -0.749 0.357 0.10
H 4.725 -2.200 0.622 0.10
H 2.915 -3.452 -0.886 0.09
H 3.931 -2.246 -1.751 0.11
H 1.227 -1.354 -0.457 0.05
H 1.145 -2.355 -1.930 0.11
H 1.719 -0.676 -3.291 0.11
H 3.077 -0.055 -2.335 0.11
H 0.075 0.355 -1.543 0.09
H 0.824 1.425 -2.766 0.10
H 2.776 1.752 -0.926 0.11
H 1.353 2.839 -0.845 0.09
H 2.342 0.623 0.941 0.09
H 0.626 0.343 0.580 0.05
H 1.761 3.087 1.550 0.12
H 1.515 1.816 2.762 0.11
H -0.527 3.016 2.937 0.12
H -0.570 3.612 1.271 0.11
H -2.422 2.070 1.724 0.12
H -1.370 1.392 0.476 0.11
H -0.156 0.052 2.481 0.12
H -1.551 0.450 3.514 0.16
H -3.534 -0.009 0.774 0.11
H -3.672 0.306 2.531 0.11
H -6.472 -1.876 0.221 0.07
H -4.862 -1.447 -0.538 0.07
H -4.483 -3.684 -1.068 0.06
H -6.176 -4.040 -0.593 0.08
H -4.877 -4.269 0.621 0.07
H -1.417 -0.697 -0.142 0.13
H -0.252 -1.511 0.916 0.11
H -2.708 -2.636 -0.502 0.11
H -1.040 -3.253 -0.407 0.14
H -0.388 -3.515 2.194 0.12
H -1.703 -4.193 3.177 0.15
H -2.607 -1.999 3.766 0.14
H -0.883 -1.687 3.577 0.14
C 0.567 6.090 -5.268 -0.11
C -0.570 6.657 -4.427 -0.27
C -0.318 6.560 -2.922 -0.22
C -0.178 5.138 -2.376 -0.24
C -1.364 4.216 -2.636 -0.27
C -2.658 4.693 -1.985 -0.11
H 0.706 5.021 -5.093 0.06
H 0.355 6.224 -6.330 0.07
H 1.507 6.601 -5.047 0.08
H -1.507 6.157 -4.690 0.10
H -0.703 7.711 -4.686 0.11
H -1.129 7.074 -2.396 0.10
H 0.594 7.115 -2.679 0.11
H -0.008 5.202 -1.294 0.10
H 0.722 4.674 -2.793 0.10
H -1.116 3.224 -2.239 0.08
H -1.521 4.086 -3.710 0.10
H -2.536 4.795 -0.903 0.07
H -3.461 3.975 -2.167 0.07
H -2.980 5.655 -2.386 0.07
```

Properties
* highest occupied orbital energy: -12.17 eV
* frontier orbital gap: 0.369 hartree
* M: 472.89 Da
* total charge: +1


(4)
# C6H9N3

A cluster of 3 separate species, C6H9N3 in total at a distorted geometry (wB97M-V/def2-TZVPD, OMol25).

Geometry as XYZ:
```
18
Properties=species:S:1:pos:R:3:lowdin_charge:R:1
C 4.990 2.298 -2.468 -0.08
C 3.804 1.791 -3.164 -0.27
N 2.885 1.348 -3.714 0.12
H 4.862 3.182 -1.843 0.08
H 5.785 2.489 -3.189 0.08
H 5.408 1.595 -1.747 0.08
C -1.574 2.526 1.083 -0.08
C -1.803 1.787 2.355 -0.26
N -2.021 1.189 3.339 0.11
H -1.199 1.957 0.232 0.08
H -0.853 3.338 1.181 0.08
H -2.545 2.971 0.866 0.08
C -2.753 -4.033 1.462 -0.08
C -3.254 -5.070 0.569 -0.29
N -3.722 -5.893 -0.126 0.11
H -1.701 -4.179 1.708 0.08
H -3.261 -4.228 2.407 0.08
H -3.050 -3.069 1.051 0.08
```

Properties
* ΔE to the lowest compared entry with this formula, charge and spin: 83.9 kJ/mol
* highest occupied orbital energy: -11.45 eV
* frontier orbital gap: 0.436 hartree
* M: 123.16 Da
* total charge: 0